# 1
Formula: C3H4N2O
Source: the OMol25 dataset
Level of theory: ωB97M-V with the def2-TZVPD basis set

Each line ends with the natural charge from an NBO analysis.
Positions of all 10 atoms, in Å:
N -0.047 -1.030 0.041  -0.635
C 0.748 0.012 -0.066  0.630
H 0.468 -1.984 0.022  0.435
H 0.046 1.430 1.217  0.260
O 1.989 -0.142 -0.018  -0.623
N -1.406 0.634 -0.057  -0.460
H 0.262 2.265 -0.641  0.276
C -0.086 1.299 0.032  -0.352
C -1.393 -0.688 -0.035  0.242
H -2.135 -1.542 0.071  0.227

HOMO-LUMO gap: 9.90 eV
energy: -301.40795 Eh
SMILES: O=C1CN=CN1

=====

# 2
Formula: C5H11N4
Source: the OMol25 dataset
Level of theory: ωB97M-V with the def2-TZVPD basis set

Each line ends with the natural charge from an NBO analysis.
Positions of all 20 atoms, in Å:
N -0.618 -0.245 0.837  -0.569
H -1.637 2.157 0.371  0.394
H -0.433 2.543 -0.860  0.459
H -1.284 -0.086 1.669  0.385
N -0.582 2.021 0.068  -0.545
C -0.262 -2.543 -2.027  0.042
H -0.387 -3.572 -1.794  0.188
C 1.507 -1.512 -0.648  0.380
C 0.222 2.434 1.235  -0.430
N 0.605 -1.718 -1.601  -0.399
H -0.388 2.321 2.099  0.219
H -0.929 -2.295 -2.982  0.199
H 0.109 -1.524 2.230  0.206
N 1.325 -1.634 0.609  -0.480
C -0.429 0.570 -0.300  -0.302
H 0.421 3.529 1.081  0.238
H 2.471 -1.391 -1.147  0.228
H -1.179 0.329 -1.187  0.182
H 1.246 1.837 1.179  0.250
C 0.221 -1.220 1.166  0.355

HOMO-LUMO gap (alpha / beta): 7.45 / 7.45 eV
net charge: +1
energy: -415.72421 Eh

=====

# 3
Formula: C20H40FeNP3S2
Source: the OMol25 dataset
Level of theory: ωB97M-V with the def2-TZVPD basis set

Each line ends with the natural charge from an NBO analysis.
Positions of all 67 atoms, in Å:
H -3.487 3.043 1.871  0.286
H 0.614 3.373 -1.487  0.239
H 0.060 -2.574 2.460  0.277
H -0.120 0.753 -4.784  0.243
C -1.096 -3.755 -1.336  -0.419
H 2.224 4.020 -1.110  0.265
C -2.929 2.104 1.993  -0.932
H 3.827 3.234 0.827  0.269
H -1.974 -4.234 -0.879  0.209
H 2.539 -2.083 1.937  0.270
P 1.822 2.043 0.231  0.780
N 0.995 -0.626 2.098  -0.578
H -2.767 -2.063 4.105  0.293
C 0.750 0.609 2.748  -0.421
H -1.994 1.543 -1.695  0.277
H 2.852 0.395 -1.227  0.262
C -2.452 -1.072 3.753  -0.968
C 1.651 3.098 -1.279  -0.921
H 2.890 2.841 2.306  0.225
C -2.658 1.709 -0.834  -0.933
C 0.813 -0.588 -3.356  -0.184
H -3.285 -0.365 3.792  0.282
C 3.092 -0.239 2.999  -0.360
H -0.147 0.749 3.374  0.277
H -1.633 -0.708 4.385  0.268
C 0.743 -0.974 -5.775  -0.197
C 1.619 -1.748 -3.223  -0.201
S 2.207 1.133 3.573  0.678
C -1.239 3.832 0.535  -0.923
H -2.885 -1.918 -0.008  0.291
H 1.699 -2.788 -6.473  0.257
H 4.069 1.396 -0.342  0.264
H -2.139 4.411 0.784  0.277
Fe 0.051 0.634 0.771  1.034
H 1.993 -2.006 -2.234  0.217
H 4.143 -0.395 3.214  0.304
H 0.431 -0.667 -6.776  0.262
C -0.946 -2.828 2.098  -0.993
H -2.433 2.106 2.973  0.245
H -1.436 -3.545 2.775  0.296
H -0.902 4.091 -0.475  0.269
H -1.297 -3.112 -2.203  0.211
C 1.916 -2.533 -4.330  -0.139
H 0.253 -4.740 -0.054  0.206
H -3.321 2.564 -1.029  0.277
H -3.262 0.803 -0.701  0.242
H -3.990 -2.150 1.391  0.306
C 3.119 0.853 -0.267  -0.931
C -3.254 -1.477 0.928  -0.985
H -3.725 -0.509 0.720  0.267
H 1.055 -3.712 -1.391  0.200
H -0.446 4.081 1.254  0.252
S 0.322 0.262 -1.972  -0.083
P -1.887 -1.320 2.066  1.365
C 2.253 -1.105 2.318  0.003
C 0.138 -4.073 -0.915  -0.386
H 2.498 -3.447 -4.206  0.241
H 2.045 2.581 -2.163  0.269
C 1.461 -2.170 -5.603  -0.085
C 2.818 3.185 1.260  -0.918
C 0.422 -0.186 -4.672  -0.151
P -1.660 2.060 0.672  0.800
H -1.098 -0.054 1.842  -0.081
H 3.219 0.063 0.482  0.226
H 2.351 4.178 1.240  0.264
H -0.871 -3.242 1.085  0.302
H -3.626 1.258 1.937  0.243

HOMO-LUMO gap (alpha / beta): 6.45 / 6.07 eV
net charge: +3
multiplicity: 6
energy: -3923.85937 Eh

=====

# 4
Formula: C4H2FN
Source: the OMol25 dataset
Level of theory: ωB97M-V with the def2-TZVPD basis set

Each line ends with the natural charge from an NBO analysis.
Positions of all 8 atoms, in Å:
C 1.464 -1.494 -1.093  -0.120
F -1.185 -0.661 0.972  -0.311
C -0.281 1.225 0.009  0.237
C 0.746 -0.885 -0.349  -0.085
H 2.104 -2.064 -1.715  0.242
H 0.601 0.010 1.534  0.233
N -0.520 2.233 -0.517  -0.266
C 0.004 -0.118 0.607  0.070

HOMO-LUMO gap: 11.81 eV
energy: -308.13982 Eh
SMILES: C#C[C@H](F)C#N

=====

# 5
Formula: C27H25Cl6N3O4S2Tl
Source: the OMol25 dataset
Level of theory: ωB97M-V with the def2-TZVPD basis set

Each line ends with the Mulliken charge.
Positions of all 68 atoms, in Å:
N 5.427 -1.804 -1.079  -0.355
H 5.757 -2.503 -1.722  0.210
C 1.240 -1.540 -0.021  0.986
O 1.108 1.817 -4.396  -0.811
H 3.165 2.148 -0.872  0.544
H -1.118 1.587 4.174  0.458
Tl -0.951 0.760 0.029  1.750
C -1.882 0.290 2.645  0.162
C -1.887 1.583 3.401  -1.545
H -2.569 -2.287 -0.855  0.133
H 6.139 -1.436 -0.471  0.232
C -1.114 0.817 -2.899  0.206
H 0.699 -0.689 3.914  0.168
H -0.551 4.090 -1.978  -0.229
O -1.317 2.900 0.452  -0.614
H -3.571 -3.067 0.370  0.506
S -1.436 0.758 -4.608  -0.128
C -1.208 4.123 0.068  0.333
C 2.531 0.856 -2.451  -0.197
C 4.498 -0.898 -1.567  0.769
Cl 4.353 -2.822 2.129  -0.201
C -1.616 -1.902 2.033  0.804
Cl 2.576 -3.894 -0.206  -0.196
C -2.637 0.062 1.403  2.235
H -3.726 1.910 1.243  0.370
H -0.653 -0.575 5.030  0.453
H -3.648 -0.256 -5.060  0.424
H -4.709 0.534 1.771  0.341
C 2.287 -2.329 0.451  -0.245
C 0.954 -0.295 0.517  -0.855
C -3.896 0.842 1.104  -1.746
O -0.930 5.060 0.799  -0.690
C -1.089 -3.304 2.052  -1.868
N -2.078 0.286 -2.171  0.241
Cl 1.471 1.742 2.185  -0.072
C 2.843 -0.583 2.017  -0.195
H 0.002 -3.328 1.967  0.212
H -3.985 -0.594 -2.464  0.302
H -1.492 -3.886 1.223  0.386
H -2.854 1.744 3.891  0.231
C 4.307 0.330 -0.928  -0.587
H -4.063 -1.528 -0.324  0.313
C -0.301 -1.079 4.128  -1.711
C 3.325 1.197 -1.365  -0.313
C 3.695 -1.228 -2.662  -0.735
H 2.098 -0.601 -3.953  0.482
H 4.924 0.593 -0.075  0.206
S 1.235 1.937 -2.959  1.179
H -1.564 5.491 -1.542  0.390
C 2.720 -0.353 -3.103  -0.646
C -1.248 -0.876 2.981  0.412
H -0.190 -2.139 4.363  0.365
C 3.082 -1.850 1.488  0.238
Cl 0.238 -2.143 -1.297  -0.199
H -1.705 2.434 2.743  0.180
C -2.967 0.015 -4.271  -0.392
N -0.068 1.350 -2.236  -0.216
C -1.417 4.425 -1.414  0.095
H -1.346 -3.821 2.982  0.399
H 3.834 -2.183 -3.156  0.299
Cl 3.851 0.028 3.273  -0.172
C -2.484 -1.374 1.114  -0.042
H -4.230 0.702 0.075  0.349
C -3.201 -2.102 0.017  -1.732
Cl -2.856 3.609 -2.113  -0.243
C -3.125 -0.152 -2.943  -1.099
O 1.543 3.225 -2.397  -0.789
C 1.783 0.172 1.524  0.458

HOMO-LUMO gap: 7.13 eV
net charge: -1
energy: -5239.23155 Eh

=====

# 6
Formula: C9H7ClO3
Source: the OMol25 dataset
Level of theory: ωB97M-V with the def2-TZVPD basis set

Each line ends with the natural charge from an NBO analysis.
Positions of all 20 atoms, in Å:
H -3.518 -0.224 -0.631  0.225
Cl 3.464 -2.766 -0.101  -0.045
H -2.115 -1.357 1.388  0.215
H 2.389 0.178 1.885  0.224
C -1.734 0.566 -1.375  -0.200
H 4.299 -0.137 -0.227  0.489
H -2.309 1.124 -2.064  0.210
C -2.412 -0.151 -0.405  -0.193
C 1.841 0.395 -0.295  0.586
C -0.271 -0.629 0.698  -0.198
C 2.718 -1.824 1.166  0.515
O 4.044 0.137 0.653  -0.682
O 2.338 -2.340 2.169  -0.492
H 0.082 -1.416 1.353  0.241
C 0.383 0.157 -0.290  -0.192
H -0.009 1.432 -2.058  0.236
O 2.311 1.037 -1.136  -0.499
C -1.686 -0.728 0.636  -0.202
C -0.359 0.868 -1.228  -0.155
C 2.757 -0.258 0.947  -0.084

HOMO-LUMO gap: 9.71 eV
energy: -1033.02865 Eh
SMILES: O=C(Cl)[C@@H](O)C(=O)c1ccccc1

=====

Relative energy (zero: lowest compared OMol25 entry of this formula, charge and spin)? In order: 49.75, 124.87, 50.99, 6.35, 8.19, 2.07 kcal/mol.